A molecular structure, C20H60As3F18N5O5 at a distorted geometry. Source: the OMol25 dataset; level of theory: the ωB97M-V functional and the def2-TZVPD basis.

Atoms and positions in Å:
C: -1.591 -0.097 -5.652
C: -0.492 -0.214 -4.669
C: 0.433 0.941 -4.547
O: 1.299 0.638 -3.477
C: 2.402 1.513 -3.210
N: -1.085 -0.604 -3.333
H: -1.587 -1.498 -3.306
H: -0.378 -0.690 -2.544
H: -1.765 0.145 -3.012
H: -2.332 -0.946 -5.660
H: -1.299 -0.154 -6.693
H: -1.982 0.973 -5.615
H: 0.085 -1.132 -4.857
H: -0.117 1.848 -4.498
H: 0.968 1.005 -5.557
H: 2.826 2.115 -4.024
H: 3.255 0.863 -2.844
H: 2.241 2.266 -2.418
C: -0.591 5.630 2.209
C: -0.679 5.893 0.677
C: 0.329 6.943 0.293
O: 0.238 7.166 -1.143
C: 1.166 8.088 -1.646
N: -0.394 4.606 -0.124
H: -1.092 3.860 0.128
H: -0.376 4.853 -1.122
H: 0.551 4.203 0.068
H: 0.381 5.229 2.418
H: -1.386 4.968 2.638
H: -0.544 6.588 2.716
H: -1.659 6.224 0.331
H: 1.351 6.639 0.552
H: 0.033 7.849 0.855
H: 2.212 7.921 -1.309
H: 0.907 9.140 -1.427
H: 1.237 7.862 -2.667
C: 1.831 -7.317 -3.673
C: 1.941 -7.679 -2.208
C: 2.963 -6.877 -1.429
O: 2.691 -7.066 -0.073
C: 3.820 -6.690 0.745
N: 0.604 -7.463 -1.546
H: 0.665 -7.745 -0.528
H: 0.217 -6.495 -1.609
H: -0.082 -8.057 -1.982
H: 2.726 -6.955 -4.164
H: 1.107 -6.501 -3.796
H: 1.525 -8.175 -4.269
H: 2.232 -8.744 -2.041
H: 2.877 -5.835 -1.692
H: 3.974 -7.188 -1.756
H: 3.652 -7.093 1.748
H: 3.884 -5.573 0.855
H: 4.762 -6.968 0.320
C: -6.364 -0.680 0.406
C: -5.394 -1.821 0.690
C: -5.928 -3.190 1.130
O: -4.767 -3.948 1.380
C: -4.896 -5.198 2.076
N: -4.544 -2.107 -0.489
H: -5.010 -2.169 -1.395
H: -3.908 -1.251 -0.656
H: -3.960 -2.905 -0.473
H: -6.595 -0.111 1.294
H: -7.376 -1.036 0.042
H: -5.983 0.114 -0.232
H: -4.683 -1.472 1.456
H: -6.547 -3.594 0.216
H: -6.505 -3.207 2.045
H: -5.923 -5.505 2.001
H: -4.494 -4.998 3.081
H: -4.319 -6.002 1.646
C: 5.272 2.034 5.039
C: 3.966 2.571 4.741
C: 3.104 2.716 6.014
O: 2.012 3.537 5.673
C: 0.828 3.360 6.450
N: 4.117 4.052 4.273
H: 4.605 4.112 3.351
H: 3.165 4.414 4.240
H: 4.641 4.493 5.007
H: 5.789 2.559 5.822
H: 5.877 2.031 4.159
H: 5.268 0.980 5.290
H: 3.392 2.215 3.873
H: 3.596 3.113 6.887
H: 2.783 1.687 6.217
H: 0.050 4.050 6.066
H: 1.004 3.671 7.469
H: 0.446 2.316 6.341
As: -2.659 1.230 -0.553
F: -4.187 1.870 -0.185
F: -2.067 2.372 0.708
F: -1.079 0.605 -0.896
F: -3.361 0.066 -1.699
F: -2.406 2.267 -1.975
F: -2.708 0.013 0.766
As: 3.388 3.219 0.699
F: 2.160 3.694 1.908
F: 4.193 4.768 0.901
F: 4.462 2.748 -0.530
F: 2.469 1.742 0.626
F: 2.335 3.980 -0.544
F: 4.455 2.570 1.951
As: -1.687 -4.043 -1.870
F: -2.871 -4.503 -0.700
F: -1.349 -2.744 -0.822
F: -0.352 -3.580 -2.978
F: -2.134 -5.364 -2.816
F: -2.762 -3.032 -2.622
F: -0.512 -4.923 -0.930

HOMO level: -13.7 eV
ΔE to the lowest compared entry with this formula, charge and spin: 0.0 kJ/mol
Gap between HOMO and LUMO: 10.244 eV
Energy: -270828.465 eV
Charge: +2